DFT (ωB97M-V/def2-TZVPD) results for CCsO3 as an isolated structure in a non-equilibrium geometry.

The geometry in XYZ format:
```
5
Properties=species:S:1:pos:R:3:forces:R:3:mulliken_charge:R:1
Cs -3.431 -2.557 -2.459 0.28 0.22 0.21 0.275
C 0.867 0.653 0.572 0.49 0.92 2.31 0.678
O -0.284 0.626 0.088 -2.03 0.53 -1.27 -0.657
O 1.552 -0.381 0.552 1.57 -1.92 -0.56 -0.625
O 1.296 1.660 1.247 -0.32 0.24 -0.69 -0.671
```
Forces are in eV/Å.

Summary:
Relative energy (zero: lowest compared OMol25 entry of this formula, charge and spin)   256.9 kJ/mol
Total energy   -7724.459 eV
Max |F|   2.5 eV/Å
Molecular weight   192.91 g/mol
Charge   -1